Entry 1:
Formula: C3H6N2O
Source: the OMol25 dataset
Level of theory: wB97M-V/def2-TZVPD

Each line ends with the Mulliken charge.
Positions of all 12 atoms, in Å:
O  -1.64872  -1.69042  0.86659  -0.60
C  -0.85185  -0.85627  0.49575  0.38
N  0.38835  -0.49939  1.09731  -0.34
C  1.15084  0.24597  0.07502  -0.39
C  -0.03104  1.02440  -0.55674  -0.49
N  -0.96740  -0.11034  -0.66864  -0.26
H  0.82812  -1.29483  1.55677  0.27
H  1.56022  -0.43094  -0.71748  0.25
H  1.94481  0.87980  0.51837  0.33
H  -0.40044  1.81897  0.14433  0.25
H  0.23271  1.43614  -1.53912  0.33
H  -1.86385  0.00857  -1.19188  0.25

Properties
Spin multiplicity: 1
Highest occupied orbital energy, eV: -9.71
SMILES string: O=C1NCCN1
HOMO-LUMO gap, Eh: 0.3904

Entry 2:
Formula: C3H6N2O
Source: the OMol25 dataset
Level of theory: wB97M-V/def2-TZVPD

Each line ends with the Mulliken charge.
Positions of all 12 atoms, in Å:
C  -1.46737  0.08031  0.13421  -0.79
N  -0.84247  0.01796  -1.44099  -0.49
C  0.36969  -0.30483  -1.31089  0.05
N  0.80476  -0.51763  0.01556  -0.30
C  1.34406  0.46574  0.77103  0.12
O  1.55832  0.36042  1.95888  -0.55
H  -1.08839  -0.12252  1.18790  0.27
H  -1.72503  1.12667  0.13995  0.33
H  -2.26504  -0.62099  -0.02246  0.37
H  1.16441  -0.45526  -2.04907  0.38
H  0.59123  -1.40511  0.44095  0.30
H  1.55582  1.37524  0.17492  0.33

Properties
Spin multiplicity: 1
Highest occupied orbital energy, eV: -9.94
SMILES string: C/N=C\NC=O
HOMO-LUMO gap, Eh: 0.3993

Entry 3:
Formula: C3H6N2O
Source: the OMol25 dataset
Level of theory: wB97M-V/def2-TZVPD

Each line ends with the Mulliken charge.
Positions of all 12 atoms, in Å:
C  0.39586  1.84001  -0.32963  -0.78
N  0.28922  0.47853  0.13352  -0.12
C  -0.89125  -0.18046  0.28600  0.11
N  -0.94820  -1.43315  0.53473  -0.53
C  1.35320  -2.40736  -0.07607  -0.01
O  1.15060  -3.52564  -0.04966  -0.14
H  0.79416  1.90429  -1.34984  0.27
H  -0.59756  2.29653  -0.32857  0.30
H  1.03696  2.44135  0.32513  0.26
H  -1.77147  0.46708  0.18738  0.22
H  -1.90777  -1.75244  0.60643  0.20
H  1.09625  -0.12875  0.06056  0.22

Properties
Spin multiplicity: 1
Highest occupied orbital energy, eV: -8.87
HOMO-LUMO gap, Eh: 0.3617

Entry 4:
Formula: C3H6N2O
Source: the OMol25 dataset
Level of theory: wB97M-V/def2-TZVPD

Each line ends with the Mulliken charge.
Positions of all 12 atoms, in Å:
C  -1.96477  0.53820  -0.06879  -0.97
C  -0.48534  0.69950  0.20697  0.70
O  0.00167  1.73219  0.62206  -0.59
N  0.27825  -0.42532  -0.04191  -0.25
C  1.66365  -0.44824  0.04794  0.04
N  2.29685  -1.50670  -0.24979  -0.64
H  -2.35846  1.50018  -0.40169  0.30
H  -2.17139  -0.22214  -0.82757  0.32
H  -2.48384  0.25957  0.85412  0.25
H  -0.15574  -1.27847  -0.36649  0.24
H  2.08136  0.50679  0.37292  0.34
H  3.29777  -1.35558  -0.14778  0.26

Properties
Spin multiplicity: 1
Highest occupied orbital energy, eV: -9.96
SMILES string: [H]/N=C/NC(C)=O
HOMO-LUMO gap, Eh: 0.3981

Entry 5:
Formula: C3H6N2O
Source: the OMol25 dataset
Level of theory: wB97M-V/def2-TZVPD

Each line ends with the Mulliken charge.
Positions of all 12 atoms, in Å:
C  -0.26279  -0.33081  1.57921  0.26
C  0.75732  1.38375  -0.61739  0.14
C  0.43286  0.27308  -1.61352  -0.99
N  0.35832  1.53538  0.53136  -0.45
N  -1.02080  -1.51711  1.39137  -0.34
O  0.17117  -0.09072  2.64693  -0.37
H  1.23729  2.24057  -1.02497  0.40
H  0.30132  -0.59013  -1.14332  0.26
H  1.33970  0.22302  -2.21948  0.30
H  -0.46802  0.39701  -2.09012  0.31
H  -1.78909  -1.52831  2.06039  0.24
H  -1.05728  -1.99576  0.49953  0.24

Properties
Spin multiplicity: 1
Highest occupied orbital energy (alpha / beta), eV: -8.74 / -8.29
HOMO-LUMO gap (alpha / beta), Eh: 0.3216 / 0.3112

Entry 6:
Formula: C3H6N2O
Source: the OMol25 dataset
Level of theory: wB97M-V/def2-TZVPD

Each line ends with the Mulliken charge.
Positions of all 12 atoms, in Å:
C  1.41163  -0.65858  1.15293  -0.03
C  -0.13385  -0.45552  -0.25896  0.80
C  -0.82437  -0.41469  -1.56329  -0.94
N  0.33588  -0.42312  1.81666  -0.33
N  -0.65623  -0.29191  0.91288  -0.42
O  1.19540  -0.69746  -0.17319  -0.31
H  -0.07284  2.73873  1.03284  0.08
H  2.39311  -0.81664  1.54564  0.43
H  -0.64280  2.22099  1.18378  -0.07
H  -1.27613  0.56563  -1.70243  0.25
H  -1.61609  -1.15957  -1.58490  0.27
H  -0.11370  -0.60785  -2.36196  0.28

Properties
Spin multiplicity: 1
Highest occupied orbital energy, eV: -10.12
HOMO-LUMO gap, Eh: 0.4061

Entry 7:
Formula: C3H6N2O2
Source: the OMol25 dataset
Level of theory: wB97M-V/def2-TZVPD

Each line ends with the Mulliken charge.
Positions of all 13 atoms, in Å:
C  -2.06174  -0.10234  0.22857  -0.91
C  0.21508  -1.05239  -0.46266  0.18
C  2.27908  0.15858  0.10713  0.07
H  -3.05130  -0.45347  0.45758  0.32
H  -2.29710  0.80145  -0.46451  0.28
H  -1.86601  0.35889  1.15924  0.36
H  0.91106  -1.89292  -0.86463  0.28
H  -0.05435  1.44403  0.43498  0.35
H  2.53007  1.17760  0.07751  0.41
N  -1.04304  -1.13727  -0.18335  -0.47
N  0.99018  0.05950  -0.24590  0.05
O  0.38717  1.39460  -0.42267  -0.40
O  3.06090  -0.75627  0.17870  -0.53

Properties
Spin multiplicity: 1
Highest occupied orbital energy, eV: -9.66
SMILES string: C/N=C\N(O)C=O
HOMO-LUMO gap, Eh: 0.3678

Entry 8:
Formula: C3H6N2O2
Source: the OMol25 dataset
Level of theory: wB97M-V/def2-TZVPD

Each line ends with the Mulliken charge.
Positions of all 13 atoms, in Å:
N  0.31228  1.12108  2.25492  -0.38
C  0.68178  0.44359  1.12769  0.47
O  1.83512  0.21801  0.83028  -0.58
C  -0.48239  0.07441  0.21636  -0.37
O  -0.20126  -1.16696  -0.40474  -0.33
C  -0.10970  -1.18237  -1.74455  0.14
N  -0.38323  -0.19540  -2.48462  -0.63
H  1.04737  1.37958  2.89861  0.25
H  -0.63471  1.09009  2.59869  0.21
H  -0.59867  0.85847  -0.53654  0.32
H  -1.42248  -0.02288  0.76772  0.30
H  0.21537  -2.17769  -2.06150  0.36
H  -0.25948  -0.43993  -3.46232  0.25

Properties
Spin multiplicity: 1
Highest occupied orbital energy, eV: -9.92
SMILES string: [H]/N=C/OCC(N)=O
HOMO-LUMO gap, Eh: 0.3953

Entry 9:
Formula: C3H6N2O2
Source: the OMol25 dataset
Level of theory: wB97M-V/def2-TZVPD

Each line ends with the Mulliken charge.
Positions of all 13 atoms, in Å:
N  0.85578  -1.41548  -0.83077  -0.37
C  1.16748  -0.43768  0.07185  0.56
O  1.89980  -0.61990  1.02084  -0.58
C  0.51734  0.92618  -0.19989  -0.60
O  -0.32818  1.35638  0.85104  -0.34
C  -1.54649  0.76969  0.97917  0.17
N  -2.03461  -0.24717  0.41544  -0.65
H  1.31802  -2.30841  -0.73265  0.23
H  0.37017  -1.22533  -1.69300  0.22
H  -0.02536  0.93902  -1.15636  0.42
H  1.32225  1.66432  -0.23246  0.24
H  -2.12943  1.33535  1.70640  0.36
H  -1.38676  -0.73698  -0.19963  0.35

Properties
Spin multiplicity: 1
Highest occupied orbital energy, eV: -10.19
SMILES string: [H]/N=C\OCC(N)=O
HOMO-LUMO gap, Eh: 0.3980

Entry 10:
Formula: C3H6N2O2
Source: the OMol25 dataset
Level of theory: wB97M-V/def2-TZVPD

Each line ends with the Mulliken charge.
Positions of all 13 atoms, in Å:
N  0.07077  -0.81569  -1.56218  -0.36
C  0.96132  -1.01702  -0.55739  0.53
O  1.62087  -2.03123  -0.41746  -0.61
C  1.14176  0.17801  0.39081  -0.49
O  0.18158  0.19843  1.45653  -0.35
C  -1.02457  0.70924  1.21222  0.17
N  -1.43283  1.07294  0.06730  -0.64
H  -0.15337  -1.61363  -2.13805  0.25
H  -0.60373  -0.06358  -1.46340  0.26
H  1.10351  1.12868  -0.15088  0.39
H  2.10367  0.05096  0.88584  0.25
H  -1.58982  0.76539  2.14591  0.38
H  -2.37915  1.43750  0.13077  0.22

Properties
Spin multiplicity: 1
Highest occupied orbital energy, eV: -9.74
SMILES string: [H]/N=C/OCC(N)=O
HOMO-LUMO gap, Eh: 0.3881

Entry 11:
Formula: C3H6N2O2
Source: the OMol25 dataset
Level of theory: wB97M-V/def2-TZVPD

Each line ends with the Mulliken charge.
Positions of all 13 atoms, in Å:
C  1.50146  -0.10336  -0.50914  -0.24
C  0.25262  -0.74171  -0.09281  0.35
C  -0.02071  1.35695  0.39249  -0.36
O  -2.13134  -0.36298  -0.29794  -0.46
O  0.07460  -2.05359  0.00373  -0.44
N  -0.81916  0.14281  -0.03009  0.06
N  1.16480  0.62902  0.71500  -0.66
H  -2.62708  -0.20189  0.51989  0.36
H  -0.80656  -2.23611  0.36972  0.35
H  2.38009  -0.72889  -0.38978  0.28
H  1.48743  0.42605  -1.47221  0.20
H  -0.47926  1.83223  1.25898  0.28
H  0.02310  2.04148  -0.46782  0.27

Properties
Spin multiplicity: 1
Highest occupied orbital energy, eV: -7.63
SMILES string: ON1CN2C[C@]12O
HOMO-LUMO gap, Eh: 0.2949

Entry 12:
Formula: C3H6N2O2
Source: the OMol25 dataset
Level of theory: wB97M-V/def2-TZVPD

Each line ends with the Mulliken charge.
Positions of all 13 atoms, in Å:
C  0.97130  0.12818  -0.53619  0.04
C  0.21665  1.26248  -0.73112  -0.67
N  -1.52905  -0.23337  0.45163  -0.27
C  -0.87536  -1.02066  -0.28493  0.59
N  1.77108  -0.12904  0.58418  -0.53
O  -2.58215  -0.86875  1.12252  -0.43
O  -0.82423  -2.08093  -0.82556  -0.45
H  -2.84382  -0.19968  1.77421  0.36
H  1.29669  -0.41355  -1.42056  0.36
H  2.65807  -0.55202  0.32479  0.26
H  1.96601  0.69108  1.14993  0.21
H  -0.29777  1.43031  -1.66956  0.29
H  0.07257  1.98597  0.06064  0.24

Properties
Spin multiplicity: 1
Highest occupied orbital energy, eV: -8.83
SMILES string: O=C=NO.C=CN
HOMO-LUMO gap, Eh: 0.3202